1.
Formula: C7H19NO2
Source: the Open Molecules 2025 dataset
Level of theory: ωB97M-V/def2-TZVPD

Geometry as ORCA input:
```
! wB97M-V def2-TZVPD RIJCOSX def2/J DEFGRID3
* xyz 0 1
C 1.958 0.158 -0.541
C 1.237 -0.592 0.586
C 1.361 -0.216 -1.899
C 1.870 1.668 -0.309
O 3.329 -0.270 -0.475
O 1.386 -1.986 0.459
H 3.812 0.129 -1.207
H 2.329 -2.154 0.324
H 0.058 -0.254 0.589
H 1.648 -0.261 1.551
H 0.325 0.108 -1.947
H 1.917 0.256 -2.711
H 2.352 2.208 -1.123
H 0.830 1.978 -0.252
H 1.394 -1.296 -2.028
H 2.368 1.931 0.624
C -1.997 -1.438 0.038
C -2.073 0.068 2.025
C -2.320 1.029 -0.157
N -1.684 -0.016 0.627
H -1.550 -0.709 2.581
H -3.417 0.957 -0.145
H -1.454 -2.169 0.630
H -3.082 -1.594 0.094
H -1.610 -1.479 -0.976
H -3.156 -0.064 2.168
H -1.793 1.041 2.432
H -2.044 2.009 0.235
H -1.990 0.957 -1.191
*
```

Output
- HOMO level (eV) = -8.39
- energy relative to the best compared isomer or geometry (same formula, charge and spin) (kcal/mol) = 18.3
- orbital gap (Eh) = 0.338
- energy (Ha) = -483.2976
- SMILES = CC(C)(O)CO.CN(C)C

Löwdin population analysis, charges in e, atoms 1 to 4: number 1, C, carries -0.606; number 2, C, carries -0.234; number 3, C, carries -0.022; number 4, C, carries -0.025

---

2.
Formula: C35H47BeBrN4P2
Source: the Open Molecules 2025 dataset
Level of theory: ωB97M-V/def2-TZVPD

Geometry as ORCA input:
```
! wB97M-V def2-TZVPD RIJCOSX def2/J DEFGRID3
* xyz 2 1
N -6.282 4.694 -5.200
C -6.136 5.132 -3.961
C -5.330 4.474 -3.029
C -4.664 3.269 -3.399
C -4.852 2.844 -4.737
C -5.675 3.594 -5.589
C -3.775 2.534 -2.472
Be -1.822 -0.039 -0.156
P 5.231 -0.884 -0.367
C -2.855 1.581 -2.849
C -1.604 1.423 -2.180
C -0.387 1.056 -2.805
C 0.879 1.316 -2.208
C 0.938 2.003 -0.951
C -0.264 2.226 -0.288
C -1.510 1.718 -0.788
Br 2.505 2.499 -0.074
H -3.821 2.890 -1.428
H -2.958 1.106 -3.826
H -5.203 4.900 -2.036
H -4.378 1.957 -5.134
H -6.673 6.036 -3.684
H -5.838 3.270 -6.609
H -0.406 0.673 -3.846
H -2.438 1.935 -0.212
H 1.765 1.142 -2.798
H -0.284 2.845 0.616
P -0.824 -1.875 -0.780
C 5.552 0.921 -0.196
C 6.791 1.644 -0.769
H 5.483 1.108 0.887
H 4.647 1.353 -0.654
H 6.683 2.720 -0.561
H 7.743 1.338 -0.314
H 6.875 1.524 -1.856
C 4.332 -1.109 -1.919
C 5.065 -2.161 -2.745
H 4.270 -0.149 -2.436
H 3.307 -1.415 -1.692
H 4.692 -2.236 -3.768
H 6.132 -1.941 -2.796
H 4.978 -3.152 -2.294
C 4.048 -1.436 0.910
C 4.786 -1.928 2.169
H 3.469 -2.263 0.463
H 3.357 -0.600 1.116
H 4.169 -2.634 2.742
H 5.711 -2.448 1.887
H 5.044 -1.091 2.831
C -0.607 -3.021 0.632
C -1.601 -4.181 0.653
H -0.649 -2.452 1.575
H 0.424 -3.407 0.523
H -2.579 -3.872 1.045
H -1.752 -4.642 -0.334
H -1.204 -4.963 1.308
C 0.573 -2.421 -1.799
C 0.430 -2.187 -3.295
H 0.659 -3.502 -1.584
H 1.473 -1.931 -1.387
H -0.474 -2.666 -3.698
H 0.406 -1.116 -3.522
H 1.300 -2.629 -3.794
C -2.352 -2.317 -1.585
C -3.644 -1.978 -0.837
H -2.275 -3.392 -1.803
H -2.337 -1.837 -2.576
H -4.397 -2.748 -1.066
H -3.524 -1.956 0.252
H -4.038 -1.012 -1.177
N 1.217 1.343 9.911
C 0.911 1.054 8.815
C 0.451 0.703 7.481
C -0.879 0.304 7.309
C -1.364 0.037 6.032
C -0.551 0.233 4.906
C 0.816 0.498 5.076
C 1.304 0.733 6.371
N -1.230 0.205 3.652
C -2.632 0.097 3.508
C -2.922 0.199 2.201
N -1.727 0.240 1.490
C -0.737 0.310 2.405
H -1.520 0.200 8.187
H -2.402 -0.301 5.961
H 1.461 0.506 4.211
H 2.352 0.959 6.552
H -3.278 -0.120 4.339
H -3.883 0.247 1.731
H 0.310 0.417 2.112
*
```

Output
- HOMO level (eV) = -11.59
- energy relative to the best compared isomer or geometry (same formula, charge and spin) (kcal/mol) = 8.2
- orbital gap (Eh) = 0.176
- energy (Ha) = -4851.7744

Löwdin population analysis, charges in e, atoms 1 to 4: number 1, N, carries 0.080; number 2, C, carries -0.114; number 3, C, carries 0.002; number 4, C, carries -0.192

---

3.
Formula: C5H13N2O
Source: the Open Molecules 2025 dataset
Level of theory: ωB97M-V/def2-TZVPD

Geometry as ORCA input:
```
! wB97M-V def2-TZVPD RIJCOSX def2/J DEFGRID3
* xyz 1 1
C -0.811 0.593 -1.591
C -0.927 -1.733 -0.843
C 0.043 0.898 -0.271
C 0.595 -0.385 0.477
C 1.073 -0.017 1.855
N 1.041 2.028 -0.441
N -0.619 -1.350 0.585
O -1.532 -0.634 -1.384
H -1.490 1.461 -1.696
H -0.099 0.570 -2.480
H -0.028 -2.076 -1.520
H -1.672 -2.540 -0.679
H -0.860 1.306 0.318
H 1.198 -0.903 -0.185
H 0.399 0.612 2.460
H 1.896 0.695 1.906
H 1.632 -0.774 2.360
H 1.364 2.266 -1.348
H 0.624 2.829 0.043
H -1.341 -0.844 1.054
H -0.487 -2.000 1.380
*
```

Output
- HOMO level (eV) = -13.49
- energy relative to the best compared isomer or geometry (same formula, charge and spin) (kcal/mol) = 72.7
- orbital gap (Eh) = 0.383
- energy (Ha) = -382.7458
- SMILES = C[C@H]1[NH2+]COC[C@@H]1N

Löwdin population analysis, charges in e, atoms 1 to 4: number 1, C, carries -0.107; number 2, C, carries -0.149; number 3, C, carries -0.284; number 4, C, carries -0.233

---

4.
Formula: C27H65N3O7
Source: the Open Molecules 2025 dataset
Level of theory: ωB97M-V/def2-TZVPD

Geometry as ORCA input:
```
! wB97M-V def2-TZVPD RIJCOSX def2/J DEFGRID3
* xyz 0 1
O 2.229 1.031 3.424
H 2.908 0.505 3.002
H 2.695 1.533 4.092
O 0.511 2.132 1.419
H 0.190 2.667 2.144
H 0.973 1.408 1.841
O 0.136 -0.281 5.025
H -0.040 0.602 5.349
H 0.806 -0.161 4.352
O 1.409 4.205 2.942
H 1.811 3.522 3.478
H 1.281 3.795 2.087
C 5.040 -1.512 -0.637
C 3.890 -0.790 0.065
C 2.540 -0.930 -0.823
C 1.728 -2.217 -0.676
C 1.482 -2.519 0.795
C 2.802 -2.598 1.584
N 3.597 -1.368 1.446
O 4.651 -1.217 2.341
C 2.341 -2.701 3.025
C 3.471 -3.977 1.196
C 4.245 0.706 0.293
H 4.761 -2.537 -0.885
H 5.869 -1.397 0.060
H 5.524 -0.952 -1.437
H 2.044 -0.031 -0.457
H 2.782 -0.803 -1.878
H 2.077 -3.049 -1.287
H 0.740 -2.019 -1.093
H 0.845 -3.378 1.007
H 0.924 -1.651 1.144
H 1.866 -1.786 3.380
H 1.658 -3.537 3.175
H 3.214 -2.850 3.661
H 3.537 -4.174 0.126
H 4.513 -3.909 1.507
H 3.001 -4.850 1.650
H 3.552 1.278 0.909
H 4.416 1.176 -0.676
H 5.219 0.840 0.764
H 5.267 -1.907 2.086
C -1.543 0.014 -2.969
C -0.888 1.242 -3.356
C -0.380 1.815 -1.988
C 0.673 2.965 -1.963
C 1.819 2.565 -2.924
C 1.274 2.121 -4.347
N 0.313 1.035 -4.168
O 0.035 0.417 -5.401
C 0.715 3.329 -5.166
C 2.484 1.673 -5.201
C -2.093 2.113 -3.972
H -1.705 -0.617 -3.843
H -0.905 -0.727 -2.488
H -2.429 0.004 -2.334
H -1.223 2.148 -1.382
H 0.104 1.073 -1.353
H 0.139 3.803 -2.410
H 0.988 3.272 -0.966
H 2.347 1.784 -2.376
H 2.642 3.272 -3.025
H 0.212 3.090 -6.103
H 1.548 3.799 -5.688
H 0.193 4.099 -4.598
H 2.143 1.432 -6.207
H 2.932 0.723 -4.908
H 3.235 2.464 -5.193
H -2.521 2.816 -3.258
H -1.835 2.639 -4.891
H -2.945 1.502 -4.272
H 0.313 -0.495 -5.287
C -6.270 -0.001 3.124
C -5.132 -0.142 2.047
C -4.150 1.142 2.218
C -2.802 1.109 1.554
C -2.177 -0.232 1.914
C -3.053 -1.578 1.764
N -4.366 -1.322 2.267
O -5.142 -2.483 2.257
C -2.999 -2.075 0.322
C -2.300 -2.717 2.560
C -5.626 -0.174 0.593
H -6.743 -0.979 3.210
H -7.027 0.782 3.067
H -5.861 0.104 4.129
H -4.670 2.066 1.969
H -3.879 1.247 3.269
H -2.169 1.970 1.768
H -2.937 1.083 0.473
H -1.592 -0.015 2.808
H -1.367 -0.377 1.200
H -3.073 -1.256 -0.394
H -2.115 -2.694 0.170
H -3.830 -2.738 0.080
H -1.281 -2.814 2.186
H -2.236 -2.546 3.635
H -2.708 -3.723 2.464
H -6.354 -0.978 0.481
H -4.920 -0.366 -0.216
H -6.189 0.707 0.287
H -5.177 -2.670 1.316
*
```

Output
- HOMO level (eV) = -8.05
- energy relative to the best compared isomer or geometry (same formula, charge and spin) (kcal/mol) = 70.1
- orbital gap (Eh) = 0.300
- energy (Ha) = -1758.4646
- SMILES = CC1(C)CCCC(C)(C)N1O.CC1(C)CCCC(C)(C)N1O.CC1(C)CCCC(C)(C)N1O.O.O.O.O

Löwdin population analysis, charges in e, atoms 1 to 4: number 1, O, carries -0.034; number 2, H, carries 0.030; number 3, H, carries 0.070; number 4, O, carries -0.049

---

5.
Formula: C10H9ClF3N3
Source: the Open Molecules 2025 dataset
Level of theory: ωB97M-V/def2-TZVPD

Geometry as ORCA input:
```
! wB97M-V def2-TZVPD RIJCOSX def2/J DEFGRID3
* xyz 0 1
N -2.220 3.196 3.036
F 2.535 -2.474 -3.422
F 1.796 -0.643 -4.476
F 3.634 -0.608 -3.270
Cl 1.491 2.333 0.572
N -1.402 1.936 1.070
N -1.849 2.616 2.061
C 0.425 -1.440 -1.719
C 1.870 0.421 -1.339
C -0.377 -1.087 -0.642
C 1.040 0.855 -0.294
C 1.542 -0.718 -2.108
C -0.104 0.088 0.101
C 2.396 -1.123 -3.345
C -2.389 -0.184 1.349
C -0.305 0.211 2.590
C -1.043 0.532 1.285
H 0.120 -2.337 -2.274
H 2.782 0.952 -1.587
H -1.214 -1.728 -0.434
H -2.923 -0.062 0.389
H -2.303 -1.257 1.533
H -3.066 0.204 2.136
H -0.950 0.391 3.482
H 0.621 0.773 2.688
H -0.108 -0.847 2.620
*
```

Output
- HOMO level (eV) = -9.45
- energy relative to the best compared isomer or geometry (same formula, charge and spin) (kcal/mol) = 0.0
- orbital gap (Eh) = 0.364
- energy (Ha) = -1310.4612

Löwdin population analysis, charges in e, atoms 1 to 4: number 1, N, carries 0.199; number 2, F, carries 0.126; number 3, F, carries 0.126; number 4, F, carries 0.137

---

6.
Formula: C40H31NO5RhS3
Source: the Open Molecules 2025 dataset
Level of theory: ωB97M-V/def2-TZVPD

Geometry as ORCA input:
```
! wB97M-V def2-TZVPD RIJCOSX def2/J DEFGRID3
* xyz 1 5
Rh -0.414 1.073 -0.512
C 4.337 -4.159 -5.950
C 3.592 -3.527 -4.808
C 3.208 -4.278 -3.700
C 2.478 -3.697 -2.676
C 2.116 -2.362 -2.769
C 2.519 -1.583 -3.839
C 3.257 -2.173 -4.852
S 1.080 -1.717 -1.430
O 0.862 -0.275 -1.826
C -0.392 -2.629 -2.058
C -0.654 -2.302 -3.406
C -1.042 -3.247 -4.302
C -0.919 -4.605 -3.920
C -0.843 -5.637 -4.880
C -0.566 -6.921 -4.503
C -0.341 -7.219 -3.149
C -0.467 -6.249 -2.192
C -0.791 -4.916 -2.541
C -0.839 -3.855 -1.542
C -1.383 -4.162 -0.196
C -2.283 -5.305 -0.099
C -3.095 -5.725 -1.184
C -3.864 -6.850 -1.098
C -3.868 -7.633 0.072
C -3.209 -7.188 1.179
C -2.461 -5.987 1.137
C -1.950 -5.408 2.312
C -1.478 -4.131 2.253
C -1.234 -3.479 1.025
S -1.139 -1.715 1.428
O -0.116 -1.000 0.604
C -2.692 -1.287 0.610
C -2.684 -0.563 -0.569
C -3.881 -0.182 -1.155
C -5.097 -0.472 -0.544
C -6.389 0.012 -1.138
C -5.083 -1.202 0.644
C -3.895 -1.622 1.214
H 4.758 -5.122 -5.664
H 5.143 -3.514 -6.297
H 3.660 -4.321 -6.791
H 3.473 -5.325 -3.635
H 2.180 -4.278 -1.810
H 2.262 -0.532 -3.878
H 3.578 -1.573 -5.695
H -0.456 -1.281 -3.713
H -1.266 -2.990 -5.330
H -0.963 -5.383 -5.926
H -0.483 -7.704 -5.245
H -0.060 -8.223 -2.858
H -0.264 -6.500 -1.160
H -3.138 -5.130 -2.084
H -4.481 -7.140 -1.938
H -4.435 -8.554 0.103
H -3.281 -7.720 2.120
H -2.048 -5.929 3.255
H -1.260 -3.599 3.171
H -1.731 -0.310 -1.072
H -3.869 0.345 -2.101
H -6.209 0.607 -2.031
H -6.927 0.624 -0.412
H -7.038 -0.823 -1.404
H -6.022 -1.445 1.127
H -3.901 -2.199 2.132
S -0.584 2.621 -2.251
C -2.187 3.268 -2.280
C -2.973 3.363 -1.120
C -4.263 3.842 -1.210
C -4.779 4.240 -2.441
C -3.983 4.202 -3.583
C -2.691 3.724 -3.509
H -2.551 3.082 -0.161
H -4.874 3.914 -0.320
H -5.795 4.604 -2.507
H -4.372 4.557 -4.527
H -2.053 3.695 -4.382
O 0.792 1.570 3.060
N 0.415 1.586 1.922
O -0.833 1.476 1.620
O 1.196 1.699 0.930
*
```

Output
- HOMO level (spin up / spin down) (eV) = -10.25 / -10.26
- energy relative to the best compared isomer or geometry (same formula, charge and spin) (kcal/mol) = 51.2
- <S²> = 6.027
- orbital gap (spin up / spin down) (Eh) = 0.240 / 0.170
- energy (Ha) = -3278.4470

Löwdin population analysis, charges in e, atoms 1 to 4: number 1, Rh, carries 0.948; number 2, C, carries -0.041; number 3, C, carries -0.258; number 4, C, carries -0.019